1.
The following is a quantum chemistry calculation of C8H10N4 as an isolated structure, from the OMol25 dataset.

The geometry in XYZ format:
```
22
Properties=species:S:1:pos:R:3:nbo_charge:R:1
C -0.935 -3.739 0.478 -0.65
C 0.034 -2.536 0.878 -0.26
C 0.277 -0.158 -0.048 0.42
C 2.360 0.969 0.216 0.01
C 1.885 2.191 -0.280 -0.30
C 0.394 2.249 -0.348 0.06
C -1.549 2.766 -1.285 0.18
C -0.370 1.052 -0.711 0.07
H -1.539 -3.793 -0.439 0.24
H -0.213 -4.677 0.395 0.23
H -1.628 -3.985 1.639 0.20
H 0.113 -2.171 2.196 0.21
H 1.279 -2.363 0.361 0.27
H -1.898 -1.079 0.677 0.42
H 3.255 0.975 0.785 0.21
H 2.095 3.348 -0.172 0.21
H -0.136 4.362 -0.671 0.43
H -2.396 3.233 -2.083 0.23
N -0.559 -1.163 0.350 -0.64
N 1.492 -0.124 0.229 -0.54
N -0.442 3.229 -0.885 -0.51
N -1.518 1.414 -1.283 -0.48
```

Computed properties:
Charge: 0
HOMO-LUMO gap, eV: 7.99
Relative energy (zero: lowest compared OMol25 entry of this formula, charge and spin), kcal/mol: 191.6

---

2.
The following is a quantum chemistry calculation of a 17-piece molecular cluster, C4H44NO16 overall, from the OMol25 dataset.

The geometry in XYZ format:
```
65
Properties=species:S:1:pos:R:3:nbo_charge:R:1
C -1.180 2.458 -0.151 -0.64
C 0.063 1.641 0.106 -0.06
N -0.195 0.601 1.145 -0.55
C -0.289 1.190 2.501 -0.44
C 0.542 0.900 -1.135 -0.60
H -2.046 1.859 -0.390 0.20
H -1.041 3.113 -1.002 0.25
H -1.487 3.084 0.692 0.25
H 0.889 2.265 0.429 0.25
H -1.056 0.094 0.924 0.47
H 0.587 -0.072 1.145 0.47
H -1.057 1.953 2.528 0.24
H -0.516 0.422 3.248 0.25
H 0.666 1.621 2.762 0.23
H -0.244 0.251 -1.549 0.17
H 1.407 0.274 -0.945 0.24
H 0.771 1.582 -1.951 0.24
H 3.056 0.172 1.398 0.53
H 3.114 -1.060 0.505 0.50
O 2.560 -0.670 1.209 -1.05
H -1.119 -3.858 2.458 0.51
H 0.166 -3.057 2.112 0.52
O -0.845 -3.084 1.941 -1.03
H -3.997 1.676 3.185 0.51
H -2.971 0.714 2.459 0.50
O -3.545 1.508 2.343 -0.99
H 0.682 3.197 -3.142 0.50
H 1.220 4.633 -3.176 0.49
O 1.383 3.780 -2.783 -0.99
H -1.558 -2.868 -3.691 0.52
H -0.959 -2.576 -2.237 0.54
O -1.251 -2.138 -3.089 -1.00
H 3.563 4.355 -0.617 0.50
H 2.272 3.676 -1.213 0.52
O 2.862 3.732 -0.407 -1.01
H -1.814 -1.777 2.334 0.51
H -3.305 -1.414 2.385 0.49
O -2.435 -1.039 2.577 -1.02
H 5.144 -1.843 -0.408 0.52
H 4.143 -1.501 -1.562 0.51
O 4.191 -1.862 -0.665 -0.98
H -2.486 0.072 -1.881 0.53
H -1.961 -0.643 -3.189 0.53
O -2.364 0.246 -2.886 -0.29
H 2.907 -4.851 -0.292 0.51
H 3.136 -3.283 -0.330 0.51
O 2.498 -3.999 -0.076 -1.01
H -1.176 1.508 -3.430 0.46
H -1.094 2.471 -4.661 0.51
O -0.635 2.206 -3.850 -0.93
H 4.189 2.235 2.014 0.50
H 3.486 2.417 0.629 0.52
O 3.761 1.742 1.314 -1.01
H 2.091 -2.136 2.197 0.51
H 2.048 -3.574 1.655 0.51
O 1.697 -3.019 2.388 -0.97
H 0.568 -3.539 -0.810 0.52
H -0.628 -3.254 0.186 0.51
O -0.413 -3.382 -0.776 -1.03
H -1.993 -1.572 -0.457 0.51
H -3.174 -0.623 0.088 0.53
O -2.255 -0.652 -0.331 -1.02
H -5.426 -0.275 0.191 0.51
H -4.487 0.390 1.295 0.52
O -4.658 -0.414 0.735 -0.99
```

Computed properties:
<S²>: 0.7540
Multiplicity: 2
Charge: +2
HOMO-LUMO gap (spin up / spin down), eV: 11.30 / 3.96

---

3.
The following is a quantum chemistry calculation of a 2-piece molecular cluster, C3H4N2O overall, from the OMol25 dataset.

The geometry in XYZ format:
```
10
Properties=species:S:1:pos:R:3:nbo_charge:R:1
C -1.741 0.005 -0.107 -0.70
C -0.313 -0.182 -0.379 0.38
N 0.579 -0.566 -1.075 0.05
O 1.824 -0.604 -1.066 -0.44
H -2.331 -0.444 -0.911 0.26
H -2.003 -0.470 0.841 0.25
H -1.975 1.071 -0.040 0.25
C 1.993 0.333 0.788 0.16
N 0.903 0.561 1.167 -0.44
H 3.064 0.295 0.782 0.24
```

Computed properties:
SMILES: CC#[N+][O-].C#N
Charge: 0
HOMO-LUMO gap, eV: 10.51
Relative energy (zero: lowest compared OMol25 entry of this formula, charge and spin), kcal/mol: 105.4

---

4.
The following is a quantum chemistry calculation of C22H32Cl4O2P4Pt as an isolated structure, from the OMol25 dataset.

The geometry in XYZ format:
```
65
Properties=species:S:1:pos:R:3:nbo_charge:R:1
Pt 0.176 -0.185 -0.389 0.36
C -0.363 -1.537 3.511 -0.92
P -0.047 -1.727 1.707 0.94
C 1.178 -3.074 1.812 -0.95
C -1.612 -2.413 1.039 -0.25
C -1.840 -3.781 0.970 -0.24
C -2.982 -4.271 0.353 -0.18
C -3.918 -3.399 -0.177 -0.19
C -3.717 -2.030 -0.090 -0.20
C -2.564 -1.532 0.506 -0.40
P -2.185 0.254 0.489 1.03
C -2.775 0.907 2.095 -0.93
C -3.388 1.059 -0.621 -0.95
H -0.698 -2.503 3.893 0.25
H -1.111 -0.792 3.753 0.24
H 0.567 -1.261 4.006 0.26
H 0.733 -3.933 2.315 0.24
H 2.008 -2.714 2.419 0.26
H 1.537 -3.363 0.831 0.26
H -1.119 -4.475 1.371 0.23
H -3.128 -5.337 0.281 0.24
H -4.799 -3.784 -0.667 0.24
H -4.464 -1.360 -0.491 0.23
H -3.797 0.563 2.266 0.26
H -2.760 1.994 2.037 0.26
H -2.149 0.603 2.926 0.25
H -4.401 0.952 -0.232 0.26
H -3.323 0.650 -1.624 0.26
H -3.141 2.122 -0.646 0.25
Cl -1.238 -6.344 -3.821 0.18
C -1.246 -4.709 -3.340 -0.01
C -2.101 -3.789 -3.992 -0.06
Cl -3.128 -4.342 -5.235 0.18
C -2.092 -2.449 -3.619 -0.08
Cl -3.116 -1.320 -4.389 0.10
C -1.210 -1.962 -2.620 0.37
O -1.141 -0.752 -2.283 -0.54
C -0.333 -2.927 -1.926 0.49
O 0.409 -2.498 -1.005 -0.57
C -0.392 -4.285 -2.325 -0.18
Cl 0.611 -5.418 -1.525 0.11
C -0.973 2.350 -3.024 -0.96
P 0.286 1.997 -1.754 1.03
C 0.585 3.626 -0.978 -0.95
C 1.780 1.696 -2.792 -0.72
C 2.962 1.242 -1.943 -0.73
P 2.568 -0.347 -1.089 1.05
C 2.970 -1.601 -2.343 -0.96
C 3.919 -0.547 0.113 -0.95
H -0.518 2.952 -3.810 0.26
H -1.803 2.898 -2.585 0.25
H -1.337 1.414 -3.445 0.26
H 0.890 4.345 -1.738 0.26
H 1.352 3.556 -0.210 0.26
H -0.337 3.967 -0.512 0.26
H 2.012 2.612 -3.346 0.26
H 1.522 0.922 -3.521 0.24
H 3.200 1.987 -1.180 0.25
H 3.850 1.102 -2.567 0.26
H 3.980 -1.432 -2.718 0.26
H 2.256 -1.566 -3.161 0.24
H 2.917 -2.582 -1.878 0.26
H 4.878 -0.416 -0.384 0.26
H 3.875 -1.546 0.540 0.25
H 3.813 0.188 0.907 0.26
```

Computed properties:
Charge: +2
HOMO-LUMO gap (spin up / spin down), eV: 5.27 / 5.26

---

Question: Which value of charge does entry 1 give?
Answer: 0

---

Question: What is the charge in the third record?
Answer: 0